# 1
This record from OMol25 describes a single C3H4N2OS molecule in a non-equilibrium geometry. The level of theory is ωB97M-V/def2-TZVPD.

Last column: Löwdin charge in e.
Geometry (Å):
1 C -0.28 -0.30 -0.22  -0.44
2 C -0.28 0.76 0.83  -0.15
3 C -1.49 -0.14 -0.87  -0.16
4 H 2.99 -1.27 -0.75  -0.06
5 H -0.40 0.18 1.76  0.15
6 H 0.47 1.39 0.82  0.05
7 H -1.98 -0.65 -1.78  0.17
8 N 0.72 -0.96 -0.77  -0.26
9 N -2.18 0.74 -0.40  0.08
10 O -1.54 1.45 0.62  -0.08
11 S 2.10 -0.73 0.29  0.69

**Gap between HOMO and LUMO**: 9.1 eV
**Structure (SMILES)**: S/N=C1/C=NOC1
**Net charge**: 0
**Relative energy (zero: lowest compared OMol25 entry of this formula, charge and spin)**: 96.9 kcal/mol

***

# 2
This record from OMol25 describes 2 unconnected molecules or ions with the total composition C3H4N2OS in a non-equilibrium geometry. The level of theory is ωB97M-V/def2-TZVPD.

Last column: Löwdin charge in e.
Geometry (Å):
1 C 0.14 0.20 -1.27  -0.35
2 C -0.04 0.52 -0.06  -0.15
3 C 0.62 1.83 0.54  -0.07
4 N -1.32 -3.15 1.42  0.17
5 N -1.04 -2.95 0.34  -0.73
6 O 0.42 -0.11 -2.36  0.10
7 S -0.55 -2.74 -1.13  0.73
8 H -0.79 0.00 0.60  0.11
9 H -0.12 2.51 0.92  0.06
10 H 1.19 2.22 -0.26  0.04
11 H 1.48 1.68 1.25  0.08

**Gap between HOMO and LUMO**: 9.6 eV
**Structure (SMILES)**: N#[N+][S-].CC=C=O
**Net charge**: 0
**Relative energy (zero: lowest compared OMol25 entry of this formula, charge and spin)**: 62.8 kcal/mol